[1]
This record from the OMol25 dataset describes 10 unconnected molecules or ions with the total composition C30H60O30. The level of theory is the ωB97M-V functional and the def2-TZVPD basis.

```
120
Properties=species:S:1:pos:R:3:lowdin_charge:R:1
C 5.80469 13.87475 6.44581 -0.034
O 5.11537 14.62939 5.43016 -0.031
C 4.44168 15.75607 5.75671 -0.534
O 4.63090 16.38138 6.82203 0.082
O 3.81961 16.28458 4.70421 -0.003
C 3.86352 15.85602 3.37324 -0.048
H 6.50811 13.11724 6.10017 0.088
H 5.02700 13.29153 6.93891 0.094
H 6.39273 14.43788 7.17052 0.093
H 3.00360 15.19327 3.27620 0.096
H 4.74503 15.25991 3.13723 0.096
H 3.70925 16.73623 2.74912 0.101
C 5.57751 10.38132 11.47262 -0.053
O 5.18546 9.18450 10.86806 -0.044
C 3.95281 8.95341 10.30459 -0.508
O 3.00568 9.72386 10.38220 0.108
O 4.06903 7.82429 9.54006 0.000
C 2.98974 7.50743 8.66829 -0.061
H 4.97447 10.55451 12.36394 0.098
H 5.41642 11.14200 10.70874 0.098
H 6.62692 10.26826 11.74475 0.098
H 2.74356 6.44560 8.66361 0.086
H 3.03577 7.64137 7.58753 0.090
H 2.06399 7.99517 8.97359 0.090
C 4.77529 16.47896 12.70295 -0.041
O 5.03658 17.17302 13.94001 -0.044
C 5.92829 16.61809 14.85578 -0.411
O 6.60464 15.57520 14.68208 0.087
O 5.84589 17.55664 15.91643 -0.035
C 6.35661 17.36039 17.13742 -0.128
H 5.63575 16.40202 12.03828 0.093
H 3.94576 16.88827 12.12637 0.093
H 4.51536 15.47504 13.03866 0.089
H 6.23171 18.20713 17.81236 0.097
H 7.39489 17.02893 17.12266 0.102
H 5.70285 16.65362 17.64848 0.098
C 12.03626 11.97200 12.00790 -0.074
O 11.12877 11.45966 12.89098 0.016
C 11.43066 11.31869 14.16111 -0.559
O 12.60650 11.34204 14.66406 0.047
O 10.45353 10.74983 14.81597 -0.002
C 10.63802 10.36130 16.17009 -0.028
H 12.53887 12.78849 12.52637 0.103
H 11.53506 12.32034 11.10481 0.097
H 12.75895 11.23913 11.64913 0.102
H 9.70468 9.82245 16.33324 0.103
H 10.82970 11.24656 16.77646 0.100
H 11.55960 9.79069 16.28506 0.095
C -0.06693 11.53909 5.92590 -0.024
O 0.36673 11.17174 4.65149 0.034
C 0.18553 10.01216 4.20895 -0.562
O -0.47613 9.08027 4.69860 0.090
O 0.75063 10.00504 2.90506 -0.038
C 0.82602 8.77309 2.26078 -0.089
H 0.54880 11.14024 6.73206 0.105
H -1.13025 11.33649 6.05398 0.107
H 0.10278 12.61568 5.90969 0.100
H 1.63723 8.73128 1.53394 0.091
H -0.10400 8.60524 1.71764 0.095
H 1.01948 8.01257 3.01726 0.091
C 7.32393 7.85699 4.72390 -0.032
O 6.69200 8.67624 3.69350 -0.052
C 7.37378 8.93777 2.49676 -0.450
O 8.31528 8.30305 2.05222 0.118
O 6.75638 10.09918 1.94422 -0.042
C 7.20280 10.66066 0.74075 -0.087
H 8.40089 8.01425 4.78331 0.090
H 7.33477 6.82438 4.37504 0.087
H 6.77058 7.99007 5.65352 0.092
H 7.79706 11.52992 1.02243 0.092
H 6.39701 11.12147 0.16939 0.088
H 7.73169 10.02610 0.02962 0.096
C 8.85700 4.86924 10.61792 -0.039
O 7.70545 4.17243 10.05488 -0.014
C 6.66890 3.83953 10.87204 -0.626
O 6.76922 3.99152 12.10164 0.075
O 5.76093 3.22217 10.23856 0.039
C 4.47591 2.99479 10.92818 0.016
H 9.44417 4.29580 11.33520 0.093
H 8.66889 5.81097 11.13353 0.087
H 9.44416 5.21233 9.76607 0.087
H 4.52738 2.12023 11.57672 0.096
H 3.66833 2.80547 10.22102 0.089
H 4.20902 3.86999 11.52054 0.096
C 3.50565 6.84574 16.41552 -0.050
O 3.33435 6.99529 17.78633 0.008
C 2.64194 7.96000 18.33515 -0.565
O 2.11415 8.82548 17.71891 0.141
O 2.61232 7.72213 19.73023 -0.043
C 2.11767 8.68162 20.68331 -0.046
H 3.22452 5.90432 15.94352 0.095
H 4.57867 6.68311 16.31414 0.095
H 3.15457 7.74111 15.90253 0.098
H 2.71784 8.58276 21.58782 0.092
H 1.08377 8.42583 20.91507 0.085
H 2.01159 9.66436 20.22388 0.089
C 2.90175 2.38952 5.18921 -0.085
O 1.67197 2.89864 5.49899 -0.008
C 0.77396 3.20811 4.54768 -0.458
O 0.88983 3.01834 3.29218 0.061
O -0.28315 3.84216 5.19846 -0.024
C -1.44347 4.13581 4.43059 -0.062
H 3.64379 3.17920 5.07145 0.100
H 2.99003 1.67508 4.37075 0.102
H 3.16634 1.86098 6.10503 0.096
H -1.98119 4.97300 4.87565 0.091
H -2.13553 3.29783 4.51388 0.093
H -1.28895 4.40152 3.38483 0.093
C -0.17805 12.48632 13.73315 -0.026
O -1.39695 11.74859 13.83607 0.010
C -2.55972 12.33665 13.89979 -0.615
O -2.84489 13.54349 14.04251 0.094
O -3.35730 11.34009 13.66179 0.013
C -4.71707 11.44848 13.90960 -0.058
H -0.09131 13.11572 14.61883 0.093
H -0.04411 13.23129 12.94882 0.096
H 0.56900 11.69418 13.68272 0.098
H -4.94792 11.95361 14.84750 0.104
H -5.22181 10.50538 13.70007 0.099
H -5.14941 12.11665 13.16480 0.093
```

Output
**Lowest unoccupied orbital energy**: -0.0029 hartree
**ΔE to the lowest compared entry with this formula, charge and spin**: 681.8 kJ/mol
**HOMO-LUMO gap**: 10.489 eV
**Structure (SMILES)**: COC(=O)OC.COC(=O)OC.COC(=O)OC.COC(=O)OC.COC(=O)OC.COC(=O)OC.COC(=O)OC.COC(=O)OC.COC(=O)OC.COC(=O)OC
**F_max**: 6.35 eV/Å

[2]
This record from the OMol25 dataset describes a gas-phase ion, C6H13INO (charge +1). The level of theory is the ωB97M-V functional and the def2-TZVPD basis.

```
22
Properties=species:S:1:pos:R:3:nbo_charge:R:1
C -1.29708 0.77104 -1.30353 -0.049
C -1.00808 0.14885 0.22198 -0.069
C 1.24863 -0.25094 -0.81382 0.298
C -1.73605 0.84188 1.38586 -0.675
C 1.41216 -1.67824 -1.21625 -0.780
C 1.12106 -0.11684 1.56199 -0.420
N 0.47114 0.34243 0.24398 -0.516
O -0.70985 0.03015 -2.27200 -0.570
I 2.52208 1.11015 -1.93658 0.387
H -2.33960 0.76231 -1.54894 0.229
H -0.85355 1.71457 -1.16559 0.117
H -1.24818 -0.94210 0.18134 0.238
H -1.68704 0.28682 2.30991 0.236
H -2.76746 0.93104 0.97597 0.269
H -1.57696 1.84503 1.64663 0.242
H 0.81483 -1.81527 -2.10836 0.328
H 0.96960 -2.29435 -0.30485 0.236
H 2.50260 -1.95951 -1.46664 0.283
H 2.20051 -0.08090 1.75222 0.270
H 0.54261 0.35850 2.36860 0.257
H 0.93412 -1.25772 1.55043 0.238
H 0.48450 1.25308 -0.06234 0.451
```

Output
**Net charge**: +1
**Lowest unoccupied orbital energy (spin up / spin down)**: -0.2147 / -0.2148 hartree
**ΔE to the lowest compared entry with this formula, charge and spin**: 405.2 kJ/mol
**HOMO-LUMO gap (spin up / spin down)**: 7.035 / 7.023 eV
**F_max**: 4.80 eV/Å